Entry 1:
{"formula": "C5H7Cl3N2", "method": "ωB97M-V/def2-TZVPD", "orbital_gap_ha": 0.3741, "smiles": "C/C(Cl)=C/C#N.[H]/N=C\\Cl.Cl", "lumo_energy_ev": 0.1, "species": ["C", "C", "Cl", "C", "C", "N", "H", "H", "H", "H", "H", "N", "C", "Cl", "H", "Cl", "H"], "positions_angstrom": [[-3.461, 0.147, -0.772], [-2.109, -0.547, -0.629], [-2.134, -1.766, 0.608], [-0.925, -0.083, -1.037], [0.296, -0.663, -0.618], [1.300, -1.180, -0.458], [-3.538, 1.121, -1.410], [-3.873, 0.459, 0.315], [-4.104, -0.648, -1.234], [-0.929, 0.825, -1.805], [4.056, 0.732, 0.212], [3.291, 0.684, 0.888], [3.135, -0.430, 1.383], [4.288, -1.778, 0.996], [2.496, -0.836, 2.086], [0.808, 2.468, 0.450], [1.401, 1.494, 1.026]], "forces_ev_per_a": [[-1.0884, 0.7185, 0.4501], [-0.1834, 1.7980, 1.2805], [-0.1210, -0.2674, -0.2782], [-1.0461, 2.0225, -1.9961], [-0.6401, 0.2521, -1.0495], [0.8804, -0.5581, 0.4323], [0.6933, -1.9605, 0.9648], [0.9648, -1.0186, -2.5019], [-0.0382, 0.9821, 0.5870], [0.2788, -2.1489, 1.9179], [-0.1988, 0.0241, 0.1924], [-0.3693, 0.7032, 0.1752], [3.0368, -1.1927, -1.4214], [-0.3430, 0.2708, 0.1179], [-1.6888, -0.0287, 1.2782], [-0.5634, 0.4700, -0.1173], [0.4264, -0.0663, -0.0319]]}

Entry 2:
{"formula": "C8H12NO6RuS2", "method": "ωB97M-V/def2-TZVPD", "spin_multiplicity": 2, "s_squared": 0.7574, "orbital_gap_ha": [0.2855, 0.2710], "lumo_energy_ev": [-0.6, -1.1], "species": ["Ru", "O", "C", "C", "N", "C", "C", "O", "O", "C", "C", "O", "O", "H", "H", "H", "H", "H", "H", "H", "H", "H", "C", "O", "C", "S", "S", "H", "H", "H"], "positions_angstrom": [[-0.391, -1.090, -0.296], [-1.865, 0.533, -0.300], [-1.820, 1.820, -0.976], [-0.917, 2.713, -0.156], [0.364, 2.111, 0.096], [0.667, 1.649, 1.436], [-0.211, 0.529, 2.057], [-0.899, 0.777, 3.013], [-0.065, -0.712, 1.577], [1.244, 1.879, -1.027], [1.119, 0.407, -1.386], [0.255, -0.043, -2.199], [1.691, -0.370, -0.567], [-2.685, 0.100, -0.559], [-2.839, 2.208, -1.010], [-1.439, 1.665, -1.985], [-1.392, 2.913, 0.806], [-0.813, 3.675, -0.677], [0.579, 2.491, 2.128], [1.701, 1.301, 1.456], [2.279, 2.076, -0.741], [0.965, 2.536, -1.851], [1.699, -3.533, 0.235], [0.386, -2.990, -0.021], [-0.756, -3.755, 0.026], [-0.786, -5.337, 0.295], [-2.065, -2.618, -0.246], [2.373, -2.699, 0.073], [1.884, -4.347, -0.461], [1.737, -3.889, 1.261]], "forces_ev_per_a": [[0.2350, 0.4693, 0.5086], [0.0302, 0.0319, -0.1453], [0.0328, -0.1666, 0.0609], [-0.0383, 0.0318, 0.0601], [-0.0588, 0.0040, 0.0918], [0.1281, 0.0946, -0.0482], [0.0386, 0.0560, -0.1549], [-0.0239, -0.0574, 0.0558], [-0.2728, -0.0193, -0.1103], [0.2160, 0.0484, -0.1219], [-0.2233, -0.0108, 0.0584], [0.0144, 0.0235, -0.2085], [-0.0943, -0.0782, 0.1125], [0.0149, -0.0498, 0.1064], [0.0157, 0.0430, -0.0293], [-0.0169, 0.0248, -0.0091], [0.0170, -0.0065, -0.0001], [0.0127, -0.0280, -0.0199], [-0.0309, -0.0563, 0.0583], [-0.0251, -0.0305, -0.0532], [0.0173, 0.0229, -0.0543], [-0.0339, -0.0275, 0.0071], [-0.0372, 0.0316, 0.0262], [0.0840, -0.2175, -0.1567], [0.0363, 0.0451, 0.0444], [-0.0187, -0.0325, -0.0102], [-0.0289, -0.1196, -0.0732], [-0.0027, -0.0090, 0.0039], [0.0080, -0.0031, -0.0002], [0.0046, -0.0142, 0.0007]]}

Going through the records in order, we get relative energy (zero: lowest compared OMol25 entry of this formula, charge and spin) values of 25.1 1.5 kcal/mol.
Going through the records in order, we get electronic energy values of -1684.74143 -1709.44518 hartree.